Model A:
Computed, not measured: 2 unconnected molecules or ions with the total composition CH6N2O2, with wB97M-V/def2-TZVPD.

```
! wB97M-V def2-TZVPD RIJCOSX def2/J DEFGRID3
* xyz 0 1
C 1.1930 0.2354 0.4125
N -0.2368 0.3377 0.7606
N -1.0308 1.0081 -0.1715
O -2.5931 -0.6724 0.2955
O -2.2407 0.6554 -0.0773
H 1.3267 0.2543 -0.7105
H 1.6062 1.2714 0.6494
H 1.6509 -0.5551 1.0615
H -0.7427 -0.4915 0.9720
H -0.5113 0.4297 -1.8319
H -2.5519 -1.2617 -0.5001
*
```

Results
- E_LUMO (alpha / beta): 0.2 / 0.1 eV
- Kohn-Sham gap (alpha / beta): 0.327 / 0.307 Ha

Model B:
Computed, not measured: 2 unconnected molecules or ions with the total composition CH6N2O2, with wB97M-V/def2-TZVPD.

```
! wB97M-V def2-TZVPD RIJCOSX def2/J DEFGRID3
* xyz 0 1
O -1.3666 0.9874 -1.0922
N -0.2538 0.3597 -0.6628
C 0.7302 0.2000 -1.5029
O 0.4355 0.7318 -2.8529
H -0.1047 -0.0433 0.3555
H 1.6426 -0.4272 -1.3841
H -0.3969 1.0695 -2.5981
N -0.1245 -0.6413 2.2894
H 0.1261 -1.6320 2.1561
H 0.4617 -0.1992 3.0527
H -1.1495 -0.4054 2.2392
*
```

Results
- E_LUMO (alpha / beta): 0.5 / 0.5 eV
- Structure (SMILES): [O-]/[NH+]=C\O.N
- Kohn-Sham gap (alpha / beta): 0.337 / 0.337 Ha

Model C:
Computed, not measured: 2 unconnected molecules or ions with the total composition CH6N2O2, with wB97M-V/def2-TZVPD.

```
! wB97M-V def2-TZVPD RIJCOSX def2/J DEFGRID3
* xyz 0 1
N -0.2844 -1.0314 -0.2015
C 0.3329 -0.2868 0.7679
N -0.5477 0.3715 1.6370
O 1.5214 -0.0414 0.8624
H -1.3261 -1.0535 -0.2463
H 0.1361 -1.5065 -0.9788
H -1.1515 -0.2911 2.0946
H -0.0448 1.1134 2.1561
O 0.5000 1.1883 -2.3096
H -0.3118 0.8937 -1.8882
H 1.1759 0.6440 -1.8936
*
```

Results
- E_LUMO: 0.5 eV
- Structure (SMILES): NC(N)=O.O
- Kohn-Sham gap: 0.390 Ha

Going by the computed energies, the most stable comes first: model C, model B, model A.

Model A:
Computed, not measured: 2 unconnected molecules or ions with the total composition C4H12NO2, with wB97M-V/def2-TZVPD.

```
! wB97M-V def2-TZVPD RIJCOSX def2/J DEFGRID3
* xyz -1 1
C 0.4437 0.4486 2.4960
C -0.1886 0.9679 1.0784
C 0.7644 0.5496 -0.0248
C 1.1647 -1.0066 -0.2461
O -0.0811 -1.6493 -0.6825
N -0.4288 2.4661 0.9921
H 0.6688 -0.6710 2.2157
H -0.2686 0.4316 3.2724
H 1.4164 0.9102 2.8163
H -1.2252 0.4834 1.0663
H 1.7695 1.0365 -0.0572
H 0.1990 0.7886 -0.9357
H 1.7466 -1.5441 0.6796
H 1.9888 -1.0711 -0.9884
H 0.3450 2.8165 1.4991
H -1.2473 2.6471 1.5923
H -1.1229 -1.6893 -2.3385
H -1.2587 -0.7023 -3.6205
O -1.5584 -1.6577 -3.3134
*
```

Results
- E_LUMO: 3.9 eV
- Kohn-Sham gap: 0.249 Ha

Model B:
Computed, not measured: 2 unconnected molecules or ions with the total composition C4H12NO2, with wB97M-V/def2-TZVPD.

```
! wB97M-V def2-TZVPD RIJCOSX def2/J DEFGRID3
* xyz -1 1
C 2.0289 -0.5916 1.0401
N 0.9575 0.1614 0.7255
C 0.8386 0.4358 -0.6627
C -0.4038 1.2690 -1.0195
C -1.9007 0.5740 -0.7185
O -1.9581 -0.7841 -1.1169
H 2.8964 0.0657 1.2194
H 2.3884 -1.4223 0.2976
H 1.9781 -1.0579 2.1033
H 0.0308 -0.3976 0.9482
H 0.9547 -0.5222 -1.2802
H 1.7126 1.0470 -0.9432
H -0.2494 2.2196 -0.4038
H -0.2591 1.5652 -2.0871
H -1.9982 0.7367 0.3635
H -2.6148 1.1652 -1.2659
H -1.5789 -1.2780 -0.2821
H -1.6036 -1.3654 1.9154
O -1.2194 -1.8205 1.1669
*
```

Results
- E_LUMO: 4.2 eV
- Kohn-Sham gap: 0.297 Ha

Model C:
Computed, not measured: 2 unconnected molecules or ions with the total composition C4H12NO2, with wB97M-V/def2-TZVPD.

```
! wB97M-V def2-TZVPD RIJCOSX def2/J DEFGRID3
* xyz -1 1
C 0.8886 -1.4641 -0.5474
O 0.2012 -2.6250 -1.0259
C 0.3233 -0.1319 -0.9956
C 0.8704 1.1285 -0.3180
C 0.3983 1.3755 1.1204
N -0.7904 2.2229 1.2615
H 0.7161 -1.7907 0.5066
H 1.9999 -1.4526 -0.6406
H 0.2982 0.0131 -2.0997
H -0.7489 -0.0368 -0.7465
H 1.9963 1.0424 -0.2434
H 0.6671 2.0605 -0.8607
H 1.1521 1.7288 1.8140
H 0.2162 0.3731 1.5216
H -0.4872 3.1232 0.8970
H -1.4880 1.8376 0.6308
H -1.3883 -2.7160 0.1426
H -2.4517 -1.9886 -0.5233
O -2.3731 -2.6998 0.1063
*
```

Results
- E_LUMO: 3.8 eV
- Kohn-Sham gap: 0.233 Ha

Model D:
Computed, not measured: 2 unconnected molecules or ions with the total composition C4H12NO2, with wB97M-V/def2-TZVPD.

```
! wB97M-V def2-TZVPD RIJCOSX def2/J DEFGRID3
* xyz -1 1
C 0.3328 -1.6679 -0.4268
N 0.3544 -0.7869 0.7274
C -2.0147 -0.0971 0.4970
C -0.5589 0.3551 0.6370
C -0.1990 1.3859 -0.4466
O 0.9991 2.0384 -0.2022
H -0.6283 -2.1729 -0.5120
H 0.5498 -1.1730 -1.3852
H 1.0902 -2.4308 -0.2873
H 1.3070 -0.3981 0.7752
H -2.6831 0.7469 0.6892
H -2.2145 -0.8997 1.2080
H -2.2272 -0.4555 -0.5038
H -0.4718 0.8866 1.5859
H -1.0120 2.1309 -0.4600
H -0.1982 0.8671 -1.4273
H 1.7963 1.3109 -0.0472
H 3.0164 0.0055 -0.6407
O 2.7618 0.3545 0.2194
*
```

Results
- E_LUMO: 4.0 eV
- Kohn-Sham gap: 0.284 Ha

Going by the computed energies, the most stable comes first: model D, model B, model C, model A.

Model A:
Computed, not measured: a molecular structure, C4H12NO2, with wB97M-V/def2-TZVPD.

```
! wB97M-V def2-TZVPD RIJCOSX def2/J DEFGRID3
* xyz -1 1
C -0.1636 -1.1240 -0.5901
N 0.4767 -1.1546 0.7346
C 1.8970 -0.8002 0.6699
O 2.1887 0.5288 0.5038
C -1.5988 -0.5650 -0.6813
C -1.6703 0.9422 -0.8706
H 0.4020 -0.5984 -1.3651
H -0.2407 -2.1560 -0.9337
H 0.0380 -0.4379 1.3123
H 2.3789 -1.1025 1.6262
H 2.3170 -1.4227 -0.1473
H -2.2235 -0.9159 0.1452
H -1.9726 -1.0457 -1.5930
H -1.1366 1.1292 -1.7877
H -2.6826 1.3385 -1.0064
H -1.0969 1.4737 -0.1155
H 0.8444 2.1432 2.1283
H 1.5379 1.4287 0.7893
O 0.7049 2.3386 1.1809
*
```

Results
- E_LUMO: 4.1 eV
- Kohn-Sham gap: 0.294 Ha

Model B:
Computed, not measured: 2 unconnected molecules or ions with the total composition C4H12NO2, with wB97M-V/def2-TZVPD.

```
! wB97M-V def2-TZVPD RIJCOSX def2/J DEFGRID3
* xyz -1 1
C -0.4558 -1.6515 0.6505
C 0.5002 -0.6881 -0.0160
C 1.7526 -0.4977 0.8393
N -0.1122 0.6179 -0.3768
C -1.3644 1.0269 0.6010
O -1.0828 1.0122 1.8539
H -0.8550 -1.2356 1.5728
H 0.0021 -2.6059 0.8938
H -1.2963 -1.8566 -0.0155
H 0.7711 -1.0703 -1.0068
H 1.5390 0.1470 1.6656
H 2.5254 0.0285 0.2699
H 2.1254 -1.4531 1.1803
H 0.4465 1.4220 -0.0994
H -2.1389 0.3733 0.1691
H -1.5942 2.0200 0.1575
H 0.2348 1.5687 -3.3984
H -0.3876 1.2476 -2.0090
O -0.6099 1.5946 -2.9318
*
```

Results
- E_LUMO: 4.0 eV
- Kohn-Sham gap: 0.259 Ha

Model C:
Computed, not measured: a molecular structure, C4H12NO2, with wB97M-V/def2-TZVPD.

```
! wB97M-V def2-TZVPD RIJCOSX def2/J DEFGRID3
* xyz -1 1
C 0.7330 1.2165 -2.2694
N 0.2915 -0.1530 -2.1002
C -0.2363 -0.4518 -0.9029
C 0.5499 -1.2825 0.0527
C 0.2950 -1.1948 1.5648
O -0.9648 -1.3927 2.0127
H 1.2382 1.2390 -3.2395
H -0.1121 1.9142 -2.3095
H 1.4765 1.5375 -1.5290
H -0.3263 0.7741 -0.2805
H -0.2133 1.3053 0.2894
H -1.2771 -0.7789 -0.9921
H 1.6129 -1.0506 -0.0644
H 0.4948 -2.3086 -0.3288
H 0.7160 -0.1682 1.8201
H 0.9590 -1.9086 2.0975
H -1.7355 0.1104 2.1178
H -1.3701 1.5518 1.8866
O -2.1312 1.0409 2.1749
*
```

Results
- E_LUMO: 3.2 eV
- Kohn-Sham gap: 0.237 Ha

Going by the computed energies, the most stable comes first: model A, model B, model C.

Model A:
Computed, not measured: 2 unconnected molecules or ions with the total composition C5H4O, with wB97M-V/def2-TZVPD.

```
! wB97M-V def2-TZVPD RIJCOSX def2/J DEFGRID3
* xyz 0 1
C -1.8007 1.2706 0.2106
C -0.8640 0.3227 0.0507
C -2.2254 -0.0948 0.0175
C 2.1131 -0.9135 0.2024
C 1.4752 -0.0301 -0.4864
O -3.0844 -0.9086 -0.0982
H -2.0973 2.2856 0.3458
H 3.1699 -1.1135 0.0270
H 1.6600 -1.5218 0.9690
H 1.6537 0.7034 -1.2384
*
```

Results
- E_LUMO (alpha / beta): -0.6 / -0.6 eV
- Kohn-Sham gap (alpha / beta): 0.284 / 0.283 Ha

Model B:
Computed, not measured: a single C5H4O molecule, with wB97M-V/def2-TZVPD.

```
! wB97M-V def2-TZVPD RIJCOSX def2/J DEFGRID3
* xyz 0 1
C -0.0303 0.3934 2.6777
C -0.4515 -0.0905 1.5353
C -0.6262 -0.3239 0.2914
C -0.6432 -0.3522 -0.9876
C -0.2072 -0.0318 -2.1917
O 0.9449 -0.5018 -2.7258
H 0.6436 1.2460 2.6279
H -0.2940 0.0108 3.6552
H -0.7451 0.6307 -2.8604
H 1.4089 -0.9809 -2.0221
*
```

Results
- E_LUMO: 0.2 eV
- Structure (SMILES): C=C=C=C=CO
- Kohn-Sham gap: 0.314 Ha

Model C:
Computed, not measured: a single C5H4O molecule, with wB97M-V/def2-TZVPD.

```
! wB97M-V def2-TZVPD RIJCOSX def2/J DEFGRID3
* xyz 0 1
C -0.6266 -1.6258 -2.3414
C -0.0685 -0.9765 -1.4931
C 0.1893 -0.0194 -0.4740
C 1.0768 0.1224 0.5207
C 0.5639 1.0772 1.3331
O -0.2521 0.7838 2.3298
H -1.1323 -2.1915 -3.0872
H -0.6336 0.7066 -0.4694
H 0.6414 2.1469 1.1570
H -0.2767 -0.1880 2.3901
*
```

Results
- E_LUMO (alpha / beta): 0.3 / 0.3 eV
- Structure (SMILES): C#CC=C=CO
- Kohn-Sham gap (alpha / beta): 0.342 / 0.342 Ha

Going by the computed energies, the most stable comes first: model B, model C, model A.

Model A:
Computed, not measured: a molecular structure, C5H4O, with wB97M-V/def2-TZVPD.

```
! wB97M-V def2-TZVPD RIJCOSX def2/J DEFGRID3
* xyz 0 1
C 0.2246 0.9297 0.3793
C 0.4055 2.0249 1.0281
C -0.5542 -0.1181 -0.2635
C -1.7829 -0.4262 -0.4682
C 1.4101 0.0075 0.1674
O 0.7209 -0.9282 -0.5830
H -1.8096 -1.3187 -1.1054
H -2.7419 -0.1618 -0.0454
H 2.3008 0.3999 -0.3568
H 1.8266 -0.4091 1.2474
*
```

Results
- E_LUMO: -0.8 eV
- Kohn-Sham gap: 0.317 Ha

Model B:
Computed, not measured: a molecular structure, C5H4O, with wB97M-V/def2-TZVPD.

```
! wB97M-V def2-TZVPD RIJCOSX def2/J DEFGRID3
* xyz 0 1
C -3.0324 -2.0711 -0.3782
C -1.9756 -1.5557 -0.4484
C 1.0497 1.2690 0.0844
C -0.6685 -0.5865 -0.4643
C 0.7802 0.1514 0.7126
O -0.4064 -0.2014 -1.5735
H -4.0628 -2.4082 -0.5114
H 1.6485 2.0179 0.4673
H 0.3848 1.2922 -0.7857
H 1.1256 -0.6164 1.4860
*
```

Results
- E_LUMO: 0.4 eV
- Kohn-Sham gap: 0.369 Ha

Going by the computed energies, the most stable comes first: model B, model A.